Entry 1:
Here is C2H6FN in the gas phase in a non-equilibrium geometry from the OMol25 dataset. Energies are from ωB97M-V/def2-TZVPD.

Output
2S+1 = 1
calculated total energy = -6377.698 eV
HOMO level = -9.82 eV
relative energy (zero: lowest compared OMol25 entry of this formula, charge and spin) = 22.1 kcal per mole
SMILES = CNCF

Structure (XYZ):
```
10
Properties=species:S:1:pos:R:3:forces:R:3
C 0.238 -0.004 1.170 0.545 0.280 -0.790
N 0.650 -0.130 -0.224 2.253 -6.418 -0.030
C -0.237 0.320 -1.159 -1.719 0.304 2.331
F -1.522 -0.175 -0.769 -0.753 0.092 -0.945
H 0.848 0.778 1.560 -0.365 1.039 0.848
H -0.824 0.020 1.225 -0.750 0.861 0.516
H 0.501 -0.877 1.706 0.556 -0.982 0.447
H 0.711 -1.295 -0.344 0.054 4.096 -0.113
H -0.074 -0.006 -2.127 0.538 -0.569 -1.864
H -0.292 1.370 -1.037 -0.360 1.296 -0.401
```
Forces are in eV/Å.

Atom charges from the natural (NBO) analysis, given in e for atoms 1 to 4:
1 C -0.43
2 N -0.61
3 C 0.19
4 F -0.42

=====

Entry 2:
Here is a molecular structure, C3Cl3O5S in a non-equilibrium geometry from the OMol25 dataset. Energies are from ωB97M-V/def2-TZVPD.

Output
net charge = -1
2S+1 = 1
calculated total energy = -61750.383 eV
HOMO level = -5.38 eV
relative energy (zero: lowest compared OMol25 entry of this formula, charge and spin) = 16.3 kcal per mole

Structure (XYZ):
```
12
Properties=species:S:1:pos:R:3:forces:R:3
C 3.227 0.042 -0.133 1.855 -0.571 -1.168
C -1.369 0.430 1.040 0.704 3.857 0.960
C -2.020 -0.435 0.051 -0.521 -0.942 -1.990
O 3.646 0.385 0.898 -0.971 0.170 0.137
O 3.123 -0.342 -1.231 -0.440 0.251 0.818
O 0.836 1.065 -0.651 -0.441 -1.046 1.347
O 0.924 -1.072 0.602 0.098 0.583 0.691
O -1.024 -0.702 -0.894 1.249 0.134 0.538
S 0.153 0.046 0.129 -0.403 -0.061 -2.849
Cl -1.626 2.448 0.129 0.138 -1.893 1.185
Cl -2.462 -1.910 0.935 -0.169 -0.947 0.437
Cl -3.407 0.045 -0.874 -1.097 0.465 -0.106
```
Forces are in eV/Å.

Atom charges from the natural (NBO) analysis, given in e for atoms 1 to 4:
1 C 1.05
2 C -0.37
3 C 0.04
4 O -0.54

=====

Entry 3:
Here is 2 unconnected molecules or ions with the total composition H2NO3S in a non-equilibrium geometry from the OMol25 dataset. Energies are from ωB97M-V/def2-TZVPD.

Output
net charge = -1
2S+1 = 1
calculated total energy = -18498.208 eV
HOMO level (spin up / spin down) = -1.80 / -4.00 eV
relative energy (zero: lowest compared OMol25 entry of this formula, charge and spin) = 93.6 kcal per mole

Structure (XYZ):
```
7
Properties=species:S:1:pos:R:3:forces:R:3
N -1.359 -0.103 -0.037 0.869 -1.045 1.398
O 1.780 -0.525 -1.030 0.498 -0.730 -1.467
O -1.626 -1.266 0.644 0.249 2.090 -1.245
O 1.693 1.434 0.435 -0.012 0.079 0.125
S 1.312 0.018 0.231 -0.044 0.760 1.384
H -1.089 0.719 0.649 -0.341 -1.943 -2.087
H -0.711 -0.277 -0.891 -1.219 0.790 1.892
```
Forces are in eV/Å.

Atom charges from the natural (NBO) analysis, given in e for atoms 1 to 4:
1 N -0.45
2 O -0.99
3 O -0.60
4 O -0.99

=====

Entry 4:
Here is 2 unconnected molecules or ions with the total composition C6H10N2O in a non-equilibrium geometry from the OMol25 dataset. Energies are from ωB97M-V/def2-TZVPD.

Output
2S+1 = 1
calculated total energy = -11402.139 eV
HOMO level = -8.26 eV
relative energy (zero: lowest compared OMol25 entry of this formula, charge and spin) = 229.4 kcal per mole

Structure (XYZ):
```
19
Properties=species:S:1:pos:R:3:forces:R:3
C 1.924 1.155 0.747 1.690 -1.670 2.154
C -0.456 1.147 1.023 -3.456 2.435 5.115
C -1.699 0.200 1.381 1.785 5.806 -8.215
C -0.629 -0.488 -0.882 -7.421 -2.455 0.970
C -0.802 -1.352 -2.126 4.627 -0.586 2.367
C 0.537 -2.080 -2.126 -4.667 1.292 2.643
H 2.256 0.967 1.908 -0.293 1.837 -2.633
H 1.848 2.271 0.317 0.460 -2.586 0.959
H 2.647 0.376 0.255 -1.165 2.180 0.237
H -0.417 1.686 2.029 0.759 0.105 -1.285
H -0.809 1.900 0.235 0.626 -0.998 0.662
H -2.470 1.005 1.233 -0.137 -1.420 1.331
H -1.661 -0.382 2.204 0.148 -2.313 2.209
H -1.795 -1.176 -2.722 2.636 -0.892 0.554
H 0.693 -2.585 -3.019 1.015 -1.407 -1.311
H 1.440 -2.402 -0.812 -2.952 1.167 -4.473
N 0.673 0.422 0.820 0.359 -2.420 -3.447
N 0.463 -0.313 -0.462 8.041 3.920 3.154
O -1.741 -0.349 -0.003 -2.056 -1.993 -0.992
```
Forces are in eV/Å.

Atom charges from the natural (NBO) analysis, given in e for atoms 1 to 4:
1 C -0.44
2 C -0.24
3 C -0.05
4 C 0.46

=====

Repeat the third record exactly.
Here is 2 unconnected molecules or ions with the total composition H2NO3S in a non-equilibrium geometry from the OMol25 dataset. Energies are from ωB97M-V/def2-TZVPD.

Output
net charge = -1
2S+1 = 1
calculated total energy = -18498.208 eV
HOMO level (spin up / spin down) = -1.80 / -4.00 eV
relative energy (zero: lowest compared OMol25 entry of this formula, charge and spin) = 93.6 kcal per mole

Structure (XYZ):
```
7
Properties=species:S:1:pos:R:3:forces:R:3
N -1.359 -0.103 -0.037 0.869 -1.045 1.398
O 1.780 -0.525 -1.030 0.498 -0.730 -1.467
O -1.626 -1.266 0.644 0.249 2.090 -1.245
O 1.693 1.434 0.435 -0.012 0.079 0.125
S 1.312 0.018 0.231 -0.044 0.760 1.384
H -1.089 0.719 0.649 -0.341 -1.943 -2.087
H -0.711 -0.277 -0.891 -1.219 0.790 1.892
```
Forces are in eV/Å.

Atom charges from the natural (NBO) analysis, given in e for atoms 1 to 4:
1 N -0.45
2 O -0.99
3 O -0.60
4 O -0.99